Entry from OMol25: a structure of composition C24H32F3N4O9S3 at a distorted geometry (the ωB97M-V functional and the def2-TZVPD basis).

* gap between HOMO and LUMO: 7.402 eV
* total energy: -90453.289 eV
* HOMO energy: -6.93 eV
* net charge: -1

CARTESIAN COORDINATES (ANGSTROEM)
1 S 2.540 -2.405 -4.751
2 F 2.578 -3.936 -4.309
3 H 4.729 2.057 -0.386
4 H -1.196 1.651 -1.843
5 O 5.038 1.907 1.614
6 O -0.264 6.322 0.936
7 C 0.532 -2.388 0.351
8 H -3.515 -1.893 5.427
9 H -2.313 -0.636 -0.670
10 H -0.418 3.916 -1.433
11 C 3.117 0.019 -1.041
12 H 4.102 -0.681 0.709
13 C -2.276 -1.474 4.128
14 H 0.828 7.270 2.505
15 O 3.548 -2.334 -5.757
16 C -4.147 -0.968 0.477
17 H -2.521 1.323 0.204
18 C -3.673 -2.238 1.211
19 H -0.602 3.087 0.081
20 O 0.944 -1.557 2.518
21 C -3.008 1.774 -0.660
22 S -2.273 4.816 -0.221
23 H 1.543 -1.033 -1.985
24 H 5.805 0.748 0.079
25 C -1.156 3.486 -0.764
26 H 4.195 0.998 4.611
27 H -1.623 -2.277 4.476
28 H -4.138 -3.099 0.741
29 H -2.510 -0.023 2.575
30 C 3.725 0.267 0.338
31 C -1.762 -0.710 2.944
32 N -0.882 6.287 3.009
33 O -2.382 -4.262 -0.323
34 F 0.002 -3.594 -1.559
35 S 0.585 -3.185 -6.360
36 H 3.178 1.706 3.297
37 N -1.793 5.554 2.267
38 H -2.373 2.871 -2.380
39 H 3.427 -0.015 3.356
40 H -3.705 2.501 -0.258
41 C -2.181 -2.391 1.129
42 C -1.688 -3.361 0.100
43 H 2.861 0.997 -1.452
44 O 6.072 0.346 2.865
45 C -1.412 5.599 1.067
46 C 5.094 1.034 2.658
47 H -3.576 -1.517 -1.496
48 H 3.819 -0.427 -1.737
49 C -0.013 6.690 2.185
50 C 4.876 1.257 0.329
51 O 2.810 -1.735 -3.514
52 H -0.911 -0.134 3.299
53 O 1.091 -2.908 -7.664
54 H -4.018 -2.249 2.237
55 C 3.896 0.938 3.576
56 H 2.937 0.635 0.993
57 O 0.458 -4.552 -5.975
58 H -4.172 -0.124 1.162
59 F -0.929 -2.695 -6.449
60 C -1.913 2.393 -1.514
61 C -3.391 -0.689 -0.810
62 C 1.821 -0.780 -0.965
63 C 0.121 -1.863 1.667
64 H 2.543 -1.997 0.729
65 C -1.346 -1.681 1.883
66 H -4.859 0.819 -1.355
67 H 1.024 -0.146 -0.574
68 H -3.421 0.672 -2.436
69 N 1.056 -2.193 -5.212
70 H 2.221 -2.910 -0.778
71 N -3.402 -1.233 4.657
72 H -5.185 -1.136 0.196
73 C -3.789 0.664 -1.414
74 C -0.305 -3.101 -0.384
75 C 1.919 -2.077 -0.154

Forces on the atoms, in the same order (eV/Å):
0.8 -0.4 0.6
-0.1 0.0 0.0
-0.1 0.2 0.0
0.1 -0.2 -0.2
-0.7 -0.1 0.1
0.5 0.0 -1.4
1.3 -0.1 -0.5
-0.3 0.1 0.1
0.2 -0.2 0.2
0.1 0.1 -0.1
-0.2 0.6 0.3
0.0 -0.1 0.4
-0.3 0.3 -0.1
0.4 0.2 -0.6
-0.2 0.1 -0.3
-0.1 -0.4 0.1
0.0 0.0 0.3
-0.1 -0.2 -0.3
-0.2 -0.1 0.3
-0.5 0.0 -0.5
-0.3 -0.7 -0.1
-0.2 0.2 -0.5
-0.2 0.0 0.1
0.2 0.0 -0.1
0.8 0.0 -0.2
0.0 0.0 0.2
0.1 0.0 0.1
0.1 -0.2 -0.1
-0.3 0.1 0.0
0.1 0.0 -0.5
-0.1 -0.4 0.4
-0.9 -0.4 1.1
0.3 0.5 0.1
0.2 -0.4 -0.4
-1.1 -0.3 -1.0
-0.1 0.1 0.3
-0.8 -0.1 1.7
0.1 -0.2 -0.3
-0.1 -0.3 0.2
0.1 0.4 -0.1
-0.9 -0.1 0.4
0.0 -0.3 -0.3
0.0 0.1 -0.2
-0.7 0.6 -0.4
0.3 -0.5 -1.1
1.3 -1.0 0.8
0.0 0.0 -0.2
0.1 -0.2 0.0
0.5 0.5 0.5
0.3 -0.2 0.1
-0.4 0.3 -0.3
0.3 0.0 -0.2
0.3 0.2 0.1
0.0 0.2 0.3
-0.1 0.7 -1.1
-0.1 0.0 0.2
0.2 0.0 0.3
0.3 0.3 0.0
0.2 0.2 0.3
-0.8 1.1 0.6
-0.4 0.3 -0.2
0.4 0.0 -0.3
0.0 0.1 0.3
0.3 0.0 -0.1
0.9 0.1 -0.1
-0.2 0.0 -0.2
0.0 0.1 0.3
-0.5 0.1 -0.4
0.3 -0.3 0.1
0.4 0.0 -0.2
0.3 -0.3 0.1
-0.2 0.1 0.0
1.2 -0.2 0.5
-1.1 0.1 0.7
-1.0 -0.1 0.4

Atom charges from the Mulliken analysis, given in e for atoms 1 to 2: atom 1 (S): 0.986, atom 2 (F): -0.292